Entry from the Open Molecules 2025 dataset: a structure of composition C45H59BrN9O3PV in a non-equilibrium geometry (ωB97M-V/def2-TZVPD).

Atoms and positions in Å:
V: -0.0519 -0.4793 0.8143
Br: -4.0611 -6.8200 -0.3497
C: -3.8783 -5.0284 0.3406
C: -5.0906 -4.5029 0.7074
C: -4.9277 -2.0702 0.4771
C: -2.4958 -0.9312 1.4537
O: -2.9843 -0.1660 2.2570
C: -1.8445 -3.5198 0.9325
C: -0.4666 -3.5200 0.9180
N: 0.2032 -2.3970 1.2926
C: 1.3671 -2.3657 2.0178
C: 2.4078 -3.2688 2.0610
C: 3.4837 -3.0762 2.9563
C: 3.5295 -2.0447 3.8476
C: 2.4565 -1.1150 3.8741
C: 2.2939 -0.0955 4.8387
C: 1.1722 0.6908 4.8418
C: 0.2248 0.5207 3.8176
N: 0.3695 -0.3899 2.8882
C: 1.4323 -1.2468 2.9264
C: -2.5328 -4.6163 0.3660
H: -5.9305 -5.1862 0.7525
H: -5.0543 -1.1989 1.1025
H: 0.0854 -4.4099 0.6142
H: 2.3946 -4.1400 1.4204
H: 4.2923 -3.7970 2.9469
H: 4.3474 -1.9414 4.5464
H: 3.0563 0.0353 5.5966
H: 1.0154 1.4467 5.5972
H: -0.6668 1.1305 3.7363
H: -1.8637 -5.3268 -0.1069
C: 3.5351 2.5035 2.3620
C: 3.4838 1.8037 1.0336
C: 4.5706 1.8675 0.1625
C: 4.5096 1.1906 -1.0416
C: 5.6816 1.1903 -1.9840
C: 3.3758 0.4566 -1.3792
C: 2.2481 0.3889 -0.5491
C: 2.3492 1.1125 0.6599
N: 1.0895 -0.3628 -0.7955
C: 1.0155 -1.1730 -2.0218
C: 2.0871 -2.2778 -2.0263
C: 2.0009 -3.1094 -3.3073
C: 2.1375 -2.1863 -4.5220
C: 0.9918 -1.1695 -4.5493
C: -0.3450 -1.9093 -4.5882
C: -0.4612 -2.7744 -3.3340
C: 0.6506 -3.8219 -3.3481
C: -0.3395 -1.8965 -2.0827
C: 1.0414 -0.2964 -3.2904
H: 4.3358 2.1000 2.9849
H: 2.5985 2.3832 2.9024
H: 3.7276 3.5715 2.2426
H: 5.4581 2.4246 0.4341
H: 6.3731 2.0019 -1.7594
H: 5.3584 1.2965 -3.0193
H: 6.2385 0.2542 -1.9123
H: 3.4086 -0.0812 -2.3101
H: 1.5106 1.1983 1.3366
H: 1.8964 -2.9138 -1.1543
H: 3.0930 -1.8818 -1.9016
H: 2.8113 -3.8450 -3.3153
H: 2.1292 -2.7786 -5.4416
H: 3.1006 -1.6668 -4.4870
H: 1.0926 -0.5302 -5.4322
H: -0.4124 -2.5343 -5.4836
H: -1.1670 -1.1893 -4.6283
H: -1.4387 -3.2649 -3.3089
H: 0.5710 -4.4465 -4.2429
H: 0.5548 -4.4826 -2.4814
H: -0.4750 -2.5174 -1.1971
H: -1.1363 -1.1632 -2.0930
H: 0.1518 0.3432 -3.2422
H: 1.9016 0.3708 -3.3384
C: -0.9888 4.0065 -2.0384
N: -0.0518 3.7859 -0.9532
C: 1.2993 3.5261 -1.4339
P: -0.5016 3.3544 0.5741
O: -0.4919 1.8913 0.9248
N: -2.0473 3.8906 0.7531
C: -3.1919 3.0267 0.9948
C: -2.3546 5.3058 0.6864
N: 0.5278 4.2358 1.5313
C: 1.1637 5.4781 1.1339
C: 0.2838 4.1907 2.9606
H: -0.7724 4.9576 -2.5345
H: -2.0116 4.0335 -1.6689
H: -0.9009 3.2106 -2.7856
H: 1.6658 4.3946 -1.9888
H: 1.3036 2.6527 -2.0886
H: 1.9763 3.3290 -0.6088
H: -2.8728 1.9996 1.1304
H: -3.8975 3.0849 0.1594
H: -3.7073 3.3457 1.9036
H: -1.4786 5.8821 0.3908
H: -2.7034 5.6824 1.6536
H: -3.1390 5.4927 -0.0554
H: 1.2022 5.5665 0.0529
H: 2.1852 5.5084 1.5192
H: 0.6219 6.3419 1.5368
H: -0.1095 3.2213 3.2447
H: -0.4307 4.9647 3.2649
H: 1.2168 4.3513 3.5024
C: -6.4653 -3.0704 2.0523
N: -5.4049 -3.2185 1.0718
C: -4.3652 -1.9620 -0.7298
C: -3.8026 -0.7150 -1.2380
C: -2.7097 -0.0708 -0.7778
N: -1.8912 -0.5547 0.2512
C: -2.4939 -2.4759 1.8069
O: -3.0762 -2.8009 2.8165
N: -2.1318 0.9872 -1.4730
H: -7.4543 -3.1982 1.5999
H: -6.4079 -2.0759 2.4905
H: -6.3344 -3.7953 2.8534
H: -4.3628 -2.8282 -1.3866
H: -4.1777 -0.3573 -2.1937
H: -2.7803 1.5168 -2.0385
H: -1.5242 1.5524 -0.9020

Cartesian forces, eV/Å:
V 0.109 1.161 -1.522
Br -0.044 -0.090 -0.021
C 0.134 0.075 0.044
C -0.040 -0.119 -0.155
C 0.052 0.124 0.049
C -0.120 -0.759 0.202
O -0.081 -0.005 -0.257
C -0.329 -0.144 -0.004
C 0.115 0.016 -0.158
N 0.155 0.270 0.316
C 0.018 -0.051 0.254
C 0.069 -0.005 0.042
C 0.005 -0.211 -0.171
C -0.154 0.228 0.066
C 0.149 -0.033 0.060
C 0.053 -0.038 -0.010
C -0.071 -0.033 -0.150
C 0.032 0.181 0.119
N 0.311 -0.217 0.076
C -0.184 -0.121 0.148
C 0.013 0.019 -0.017
H 0.012 -0.035 0.025
H 0.024 0.166 -0.008
H -0.076 0.009 -0.055
H 0.008 -0.020 -0.010
H -0.017 -0.006 -0.015
H 0.028 0.007 0.028
H 0.023 0.000 0.021
H -0.005 0.015 0.030
H 0.011 0.053 0.036
H 0.024 0.027 0.008
C 0.007 0.046 0.045
C 0.075 0.071 -0.095
C -0.071 -0.029 0.100
C -0.022 -0.039 -0.055
C 0.080 0.039 -0.033
C 0.127 0.067 -0.049
C -0.163 -0.360 -0.024
C 0.126 -0.068 0.162
N 0.129 0.393 0.544
C -0.115 -0.084 0.020
C 0.053 -0.106 0.023
C 0.044 0.001 0.008
C 0.038 0.001 -0.041
C -0.010 0.021 0.014
C -0.014 -0.007 -0.013
C -0.010 0.016 0.052
C -0.043 -0.052 0.007
C 0.055 -0.174 -0.033
C -0.018 0.132 -0.064
H 0.018 -0.019 0.006
H -0.059 0.002 0.042
H 0.011 0.044 -0.014
H 0.061 0.041 0.021
H 0.002 0.013 0.014
H -0.021 0.000 -0.037
H -0.001 -0.034 0.012
H 0.020 0.085 -0.002
H 0.041 -0.043 0.009
H -0.002 -0.008 0.013
H -0.027 -0.081 -0.020
H -0.016 0.006 -0.001
H -0.011 -0.014 -0.025
H 0.030 0.024 0.003
H -0.015 -0.016 0.011
H 0.004 -0.014 -0.038
H -0.029 0.024 0.012
H 0.015 -0.019 -0.019
H 0.004 -0.011 -0.033
H -0.004 -0.025 0.031
H 0.023 0.031 -0.067
H -0.069 0.109 -0.037
H 0.033 0.003 -0.022
H -0.021 -0.066 0.012
C -0.121 0.015 -0.071
N 0.037 -0.135 0.055
C 0.076 0.007 -0.008
P -0.272 -0.437 0.022
O 0.195 0.359 -0.023
N 0.095 0.148 0.096
C 0.012 0.023 0.023
C 0.007 0.041 -0.032
N -0.005 -0.017 -0.095
C 0.001 0.076 -0.124
C -0.008 -0.088 0.108
H 0.006 -0.003 0.010
H 0.006 -0.001 -0.021
H -0.048 -0.010 0.033
H -0.006 -0.010 -0.043
H 0.066 -0.036 -0.049
H 0.068 -0.029 0.059
H -0.012 -0.073 0.025
H -0.022 -0.037 0.000
H -0.044 0.007 0.029
H 0.034 -0.008 -0.002
H -0.029 -0.018 -0.020
H 0.011 0.011 0.034
H 0.000 0.032 0.014
H 0.018 -0.002 0.027
H 0.017 0.030 -0.004
H -0.064 -0.117 0.036
H -0.005 0.008 0.035
H 0.044 -0.002 0.007
C -0.038 -0.007 0.084
N -0.005 -0.060 0.288
C 0.104 -0.053 -0.027
C 0.089 0.222 -0.185
C 0.448 -0.229 -0.030
N -0.851 -0.368 0.595
C -0.397 0.273 0.440
O 0.271 0.006 -0.546
N -0.210 0.196 -0.264
H -0.009 -0.015 0.006
H -0.005 0.007 -0.016
H -0.025 -0.017 -0.002
H 0.082 -0.040 0.020
H -0.124 0.079 0.051
H 0.122 -0.059 0.039
H 0.008 -0.036 0.021

Properties
- Calculated total energy: -172196.8794 eV
- Kohn-Sham gap (alpha / beta): 0.19426 / 0.22995 Ha
- Spin multiplicity: 4
- Relative energy (zero: lowest compared OMol25 entry of this formula, charge and spin): 4.726 eV
- F_max: 0.0373 hartree/bohr
- E_LUMO (alpha / beta): -0.380 / -0.456 eV

Entry from the Open Molecules 2025 dataset: the molecule C3H6O2 in a non-equilibrium geometry (ωB97M-V/def2-TZVPD).

Atoms and positions in Å:
C: 1.1481 0.7689 0.1282
C: -1.2547 0.0692 -0.4762
C: 0.0171 -0.1986 0.2827
O: 2.2112 0.3616 -0.2584
O: 0.4581 -1.4931 -0.0040
H: 1.1642 1.8931 0.3735
H: -1.1767 0.0768 -1.5770
H: -1.8850 0.9219 -0.0114
H: -1.9477 -0.7105 -0.1442
H: -0.2087 -0.3047 1.5811
H: 1.4741 -1.3846 0.1057

Cartesian forces, eV/Å:
C -5.014 4.340 1.677
C -2.063 0.877 1.578
C -1.165 -0.495 3.957
O 6.139 -2.119 -2.063
O 3.155 0.197 -0.461
H -0.533 -1.524 -0.130
H 0.119 0.212 0.663
H 1.580 -0.571 -1.178
H 0.237 -0.592 -0.521
H 0.036 0.913 -3.218
H -2.491 -1.239 -0.304

Properties
- Calculated total energy: -7297.6300 eV
- Kohn-Sham gap (alpha / beta): 0.27189 / 0.26838 Ha
- Spin multiplicity: 3
- Relative energy (zero: lowest compared OMol25 entry of this formula, charge and spin): 0.763 eV
- F_max: 0.1330 hartree/bohr
- E_LUMO (alpha / beta): 1.009 / -2.927 eV

Entry from the Open Molecules 2025 dataset: a structure of composition C19H13AsFN3O10STi (ωB97M-V/def2-TZVPD).

Atoms and positions in Å:
Ti: 0.4687 0.1942 -0.3758
O: 1.4141 4.6490 0.1230
As: 0.8970 3.4318 -1.0882
O: 2.1871 3.2225 -2.0717
O: 0.5490 2.1111 -0.0732
C: -0.6260 4.2127 -1.9048
C: -0.3282 5.1851 -2.8568
C: -1.3237 5.8758 -3.5265
C: -2.6563 5.5580 -3.2236
C: -2.9740 4.5914 -2.3033
C: -1.9754 3.8326 -1.5871
S: -1.9899 0.4467 -1.6139
O: -2.2831 2.9277 -0.7691
O: -0.6164 0.5749 -2.2077
O: -1.7117 0.1002 -0.1904
H: 2.3749 4.6674 0.0353
H: 0.7149 5.3892 -3.0778
H: -1.0790 6.6290 -4.2651
H: -3.4591 6.0832 -3.7359
H: -4.0079 4.3439 -2.0863
O: 2.3065 -0.0139 -0.4261
C: 3.1255 -1.0112 -0.2253
C: 2.6708 -2.3438 -0.0982
C: 3.5741 -3.4079 0.0914
C: 3.1279 -4.7024 0.2372
C: 1.7661 -5.0343 0.2023
C: 0.8671 -4.0067 0.0166
C: 1.2716 -2.6702 -0.1298
O: 0.3496 -1.7343 -0.2612
N: 4.1034 -5.7626 0.4379
O: 3.6985 -6.9113 0.5699
O: 5.2928 -5.4796 0.4697
H: 4.1865 -0.7800 -0.1683
H: 4.6366 -3.2097 0.1280
H: 1.4519 -6.0600 0.3130
H: -0.1983 -4.2011 -0.0247
F: -2.4151 -1.0589 -2.2059
N: 2.7544 2.8162 5.2072
C: 2.1720 2.0377 4.5941
C: 1.4388 1.0259 3.8846
C: 0.8745 -0.0377 4.5869
C: 0.1838 -0.9992 3.8789
C: 0.0807 -0.8719 2.5025
N: 0.6271 0.1446 1.8340
C: 1.2922 1.0843 2.5037
H: 0.9833 -0.0938 5.6618
H: -0.2725 -1.8426 4.3772
H: -0.4473 -1.5919 1.8907
H: 1.6858 1.8971 1.9049

Cartesian forces, eV/Å:
Ti 0.337 0.222 0.027
O -0.031 -0.015 0.058
As -0.012 -0.014 0.040
O 0.039 0.099 -0.006
O -0.036 -0.171 -0.110
C 0.012 -0.051 -0.028
C -0.011 0.016 -0.008
C -0.010 -0.020 0.015
C 0.022 0.015 -0.017
C 0.004 -0.071 0.023
C 0.030 0.192 -0.052
S -0.098 0.090 0.013
O -0.032 -0.001 0.066
O 0.234 -0.030 -0.046
O -0.053 -0.101 0.090
H 0.011 0.008 -0.048
H -0.001 -0.001 0.007
H -0.002 -0.002 -0.001
H 0.002 0.002 0.004
H 0.002 0.007 -0.002
O -0.481 0.028 -0.070
C -0.003 -0.303 0.030
C 0.095 0.298 0.008
C 0.059 -0.039 0.005
C -0.117 -0.041 0.005
C 0.146 -0.096 0.016
C -0.020 0.192 -0.026
C -0.087 -0.122 -0.018
O -0.015 -0.009 -0.036
N -0.012 -0.028 -0.007
O -0.001 0.013 0.002
O -0.001 0.017 0.001
H -0.010 0.003 -0.027
H -0.004 0.012 -0.002
H 0.004 0.000 0.000
H 0.001 -0.003 -0.001
F 0.006 -0.126 -0.023
N 0.002 0.003 -0.001
C -0.004 -0.002 -0.001
C -0.006 -0.023 0.014
C 0.010 0.023 -0.021
C -0.016 -0.018 0.032
C 0.026 0.031 -0.007
N 0.033 -0.002 0.159
C -0.009 0.043 -0.058
H 0.000 -0.006 0.000
H -0.002 -0.001 -0.007
H -0.001 -0.006 0.004
H -0.007 -0.009 0.003

Properties
- Calculated total energy: -142368.2700 eV
- Kohn-Sham gap (alpha / beta): 0.16401 / 0.16469 Ha
- Relative energy (zero: lowest compared OMol25 entry of this formula, charge and spin): 3.063 eV
- F_max: 0.0095 hartree/bohr
- E_LUMO (alpha / beta): 3.957 / 3.965 eV
- Total charge: -2

Entry from the Open Molecules 2025 dataset: a cluster of 2 separate species, C3H7INO2S in total in a non-equilibrium geometry (ωB97M-V/def2-TZVPD).

Atoms and positions in Å:
C: -0.9223 -1.1890 1.5254
C: 2.1550 -0.2690 -0.3502
C: 0.0491 -0.8034 0.4695
N: 1.2742 -0.6582 0.7140
O: -1.0221 3.3986 -1.6523
O: -0.6409 1.0579 -2.2256
S: -0.8847 2.0340 -1.1594
I: -3.3192 1.4427 -0.2982
H: -1.3415 -2.1691 1.3043
H: -0.4448 -1.2081 2.5020
H: -1.7475 -0.4801 1.5319
H: 2.6635 0.6510 -0.0542
H: 2.9133 -1.0456 -0.4722
H: 1.6375 -0.1058 -1.3041
H: -0.3697 -0.6559 -0.5308

Cartesian forces, eV/Å:
C -0.021 0.047 0.206
C -0.001 0.067 -0.348
C -0.211 -0.132 -0.176
N 0.137 -0.090 0.651
O -0.077 -0.137 0.132
O -0.179 0.179 0.293
S 1.213 0.320 -0.783
I -1.009 -0.220 0.248
H -0.100 -0.133 -0.026
H 0.073 -0.044 0.042
H -0.123 0.038 -0.003
H 0.064 -0.010 -0.096
H 0.080 0.058 -0.055
H 0.062 0.020 0.006
H 0.092 0.035 -0.092

Properties
- Calculated total energy: -27747.6166 eV
- Kohn-Sham gap: 0.28116 Ha
- Relative energy (zero: lowest compared OMol25 entry of this formula, charge and spin): 0.000 eV
- F_max: 0.0288 hartree/bohr
- E_LUMO: 3.251 eV
- Total charge: -1

Entry from the Open Molecules 2025 dataset: the ion C4H9NO2 with charge -2 in a non-equilibrium geometry (ωB97M-V/def2-TZVPD).

Atoms and positions in Å:
N: 1.2438 1.0545 -1.1375
C: 0.0030 0.2571 -0.4839
C: -0.1130 -1.0763 -1.4010
O: 0.2571 -0.7474 -2.6208
C: 0.1259 -0.1457 1.0027
C: -0.9003 0.6227 1.8861
O: -0.5830 0.5923 3.1526
H: 2.0367 0.5705 -0.9509
H: 0.8946 0.8037 -2.1157
H: -1.0182 0.7136 -0.6432
H: 0.7625 -1.7919 -1.1501
H: -1.1161 -1.5051 -1.2532
H: 1.0872 0.2341 1.3729
H: 0.1372 -1.1747 1.2249
H: -0.9667 1.6363 1.4548
H: -1.8507 -0.0438 1.6624

Cartesian forces, eV/Å:
N -6.647 1.702 -0.104
C 0.995 -2.103 -0.400
C 2.769 1.024 0.860
O -1.043 0.301 -3.444
C 0.845 3.401 -0.885
C -0.135 -2.283 -0.691
O 0.123 0.312 2.198
H 2.705 -2.285 0.665
H 1.238 -0.025 0.814
H 1.370 0.511 -0.064
H -1.263 -0.092 1.430
H -0.289 -0.393 0.223
H 0.156 -0.035 -0.003
H -0.374 -1.531 -0.048
H -0.521 0.248 -0.385
H 0.070 1.247 -0.165

Properties
- Calculated total energy: -9873.8841 eV
- Kohn-Sham gap: 0.23045 Ha
- Relative energy (zero: lowest compared OMol25 entry of this formula, charge and spin): 1.466 eV
- Structure (SMILES): N[C@@H](C[O-])CC[O-]
- F_max: 0.1334 hartree/bohr
- E_LUMO: 7.326 eV
- Total charge: -2

The highest relative energy (zero: lowest compared OMol25 entry of this formula, charge and spin) belongs to which entry? C45H59BrN9O3PV